Record 1
Entry from the OMol25 dataset: an isolated molecule of C5H10O (wB97M-V/def2-TZVPD).

energy relative to the best compared isomer or geometry (same formula, charge and spin) = 25.2 kcal per mole
energy = -7393.6708 eV
lowest unoccupied orbital energy = 0.0365 Eh

Each atom is followed by the atoms it is bonded to, with distances in Å.
Element x y z (Å)
1 O -1.52 0.49 -1.30  C3 1.422, C5 1.429
2 C 1.85 0.03 0.45  C6 1.531, H8 1.096, H10 1.096, H12 1.096
3 C -1.55 1.14 -0.03  O1 1.422, C5 1.464, H11 1.091, H13 1.090
4 C -0.88 -1.32 0.28  C5 1.514, H9 1.096, H14 1.094, H15 1.094
5 C -0.60 0.05 -0.29  O1 1.429, C3 1.464, C4 1.514, C6 1.524
6 C 0.84 0.38 -0.65  C2 1.531, C5 1.524, H7 1.099, H16 1.097
7 H 1.10 -0.17 -1.57  C6 1.099
8 H 1.90 -1.05 0.61  C2 1.096
9 H -0.59 -1.35 1.34  C4 1.096
10 H 2.86 0.36 0.16  C2 1.096
11 H -2.43 0.94 0.57  C3 1.091
12 H 1.60 0.51 1.40  C2 1.096
13 H -1.20 2.17 -0.03  C3 1.090
14 H -0.33 -2.10 -0.25  C4 1.094
15 H -1.95 -1.53 0.21  C4 1.094
16 H 0.91 1.45 -0.90  C6 1.097

Record 2
Entry from the OMol25 dataset: an isolated molecule of C5H10O (wB97M-V/def2-TZVPD).

energy relative to the best compared isomer or geometry (same formula, charge and spin) = 26.7 kcal per mole
energy = -7393.6061 eV
lowest unoccupied orbital energy = 0.0423 Eh

Each atom is followed by the atoms it is bonded to, with distances in Å.
Element x y z (Å)
1 O -0.72 0.10 1.74  C2 1.423, C6 1.420
2 C 0.26 -0.28 0.78  O1 1.423, C3 1.516, C6 1.470, H12 1.095
3 C 0.75 0.80 -0.17  C2 1.516, C5 1.526, H7 1.095, H11 1.096
4 C -2.16 -0.44 -0.22  C6 1.505, H8 1.096, H9 1.093, H13 1.095
5 C 2.14 0.50 -0.71  C3 1.526, H10 1.096, H14 1.095, H15 1.097
6 C -1.09 -0.85 0.76  O1 1.420, C2 1.470, C4 1.505, H16 1.093
7 H 0.75 1.74 0.38  C3 1.095
8 H -2.17 -1.11 -1.08  C4 1.096
9 H -2.00 0.59 -0.56  C4 1.093
10 H 2.15 -0.42 -1.32  C5 1.096
11 H 0.05 0.93 -1.00  C3 1.096
12 H 1.05 -0.90 1.20  C2 1.095
13 H -3.14 -0.48 0.26  C4 1.095
14 H 2.50 1.32 -1.33  C5 1.095
15 H 2.86 0.36 0.11  C5 1.097
16 H -1.21 -1.87 1.16  C6 1.093

Record 3
Entry from the OMol25 dataset: an isolated molecule of C5H10O at a distorted geometry (wB97M-V/def2-TZVPD).

energy relative to the best compared isomer or geometry (same formula, charge and spin) = 44.7 kcal per mole
energy = -7392.8286 eV
lowest unoccupied orbital energy = 0.0426 Eh

Each atom is followed by the atoms it is bonded to, with distances in Å.
Element x y z (Å)
1 O 1.24 -0.76 0.49  C3 1.407, C5 1.388
2 C -1.95 0.29 0.02  C4 1.549, C6 1.540, H7 1.095, H12 1.096
3 C 2.36 0.04 0.21  O1 1.407, H10 1.103, H11 1.101, H15 1.093
4 C -1.21 -1.07 0.14  C2 1.549, C5 1.534, H8 1.093, H9 1.087
5 C 0.12 -0.39 -0.22  O1 1.388, C4 1.534, C6 1.538, H16 1.189
6 C -0.57 0.97 0.00  C2 1.540, C5 1.538, H13 1.097, H14 1.091
7 H -2.47 0.40 -0.94  C2 1.095
8 H -1.20 -1.42 1.18  C4 1.093
9 H -1.51 -1.87 -0.53  C4 1.087
10 H 2.59 0.04 -0.87  C3 1.103
11 H 2.22 1.08 0.53  C3 1.101
12 H -2.64 0.54 0.83  C2 1.096
13 H -0.28 1.67 0.79  C6 1.097
14 H -0.27 1.35 -0.98  C6 1.091
15 H 3.22 -0.38 0.75  C3 1.093
16 H 0.35 -0.48 -1.38  C5 1.189